{"formula": "C35H25BBrNO8", "method": "ωB97M-V/def2-TZVPD", "energy_ev": -125293.798, "homo_energy_ev": -9.764, "gap_ha": 0.314, "smiles": "NB(O)C1=C(CCCBr)C(=O)OC1=O.O=C1c2ccccc2C(=O)c2ccccc21.O=C1c2ccccc2C(=O)c2ccccc21", "species": ["N", "B", "O", "C", "C", "C", "C", "C", "Br", "C", "O", "O", "C", "O", "H", "H", "H", "H", "H", "H", "H", "H", "H", "O", "C", "C", "C", "C", "C", "C", "C", "C", "O", "C", "C", "C", "C", "C", "C", "H", "H", "H", "H", "H", "H", "H", "H", "O", "C", "C", "C", "C", "C", "C", "C", "C", "O", "C", "C", "C", "C", "C", "C", "H", "H", "H", "H", "H", "H", "H", "H"], "coordinates": [[-3.0458, -2.1535, -3.4690], [-2.7843, -2.6068, -4.7945], [-1.6752, -2.1637, -5.4721], [-3.6960, -3.7120, -5.4593], [-3.3312, -4.9300, -5.8732], [-1.9733, -5.5620, -5.7936], [-1.9108, -7.0596, -6.0939], [-1.7398, -7.4923, -7.5655], [-1.6193, -6.0631, -8.8721], [-4.5592, -5.6080, -6.4198], [-4.6596, -6.5967, -7.0705], [-5.6476, -4.8262, -6.0980], [-5.1608, -3.5927, -5.6894], [-5.8687, -2.6446, -5.5983], [-3.9426, -1.6954, -3.3528], [-2.3285, -1.5033, -3.1534], [-1.7014, -2.4031, -6.4028], [-1.2801, -5.0033, -6.4253], [-1.6324, -5.4096, -4.7641], [-2.8283, -7.5257, -5.7295], [-1.0959, -7.4875, -5.5071], [-0.8426, -8.0920, -7.6960], [-2.5887, -8.0890, -7.8856], [2.6752, 3.9052, -0.2064], [2.0627, 2.9648, -0.6690], [1.2449, 3.1072, -1.9070], [1.2226, 4.3322, -2.5626], [0.4907, 4.4778, -3.7288], [-0.2213, 3.4011, -4.2459], [-0.2122, 2.1814, -3.5907], [0.5166, 2.0306, -2.4172], [0.4950, 0.7125, -1.7194], [-0.1796, -0.2048, -2.1371], [1.3331, 0.5626, -0.4965], [1.3580, -0.6607, 0.1616], [2.1442, -0.8221, 1.2909], [2.9130, 0.2350, 1.7652], [2.8886, 1.4566, 1.1137], [2.0944, 1.6278, -0.0119], [1.7858, 5.1577, -2.1494], [0.4763, 5.4314, -4.2400], [-0.7853, 3.5156, -5.1623], [-0.7634, 1.3354, -3.9787], [0.7569, -1.4741, -0.2212], [2.1602, -1.7749, 1.8036], [3.5293, 0.1061, 2.6454], [3.4781, 2.2883, 1.4727], [-0.8988, 1.6918, 6.2021], [0.1567, 2.2118, 6.4935], [0.9960, 2.8889, 5.4631], [0.5381, 2.9406, 4.1514], [1.2913, 3.5829, 3.1842], [2.5027, 4.1787, 3.5179], [2.9672, 4.1225, 4.8208], [2.2183, 3.4749, 5.7972], [2.7488, 3.4137, 7.1896], [3.8317, 3.8802, 7.4709], [1.8979, 2.7585, 8.2255], [2.3507, 2.7168, 9.5386], [1.5695, 2.1318, 10.5204], [0.3324, 1.5855, 10.1957], [-0.1200, 1.6169, 8.8878], [0.6611, 2.2008, 7.8977], [-0.4061, 2.4732, 3.9069], [0.9398, 3.6229, 2.1613], [3.0814, 4.6820, 2.7535], [3.9092, 4.5754, 5.0986], [3.3138, 3.1487, 9.7737], [1.9226, 2.1018, 11.5429], [-0.2786, 1.1339, 10.9663], [-1.0777, 1.1937, 8.6171]]}